C5H7N in the gas phase at a distorted geometry, computed with ωB97M-V with the def2-TZVPD basis set.

Properties
Molar mass = 81.1 Da
Energy relative to the best compared isomer or geometry (same formula, charge and spin) = 196.6 kJ/mol
E = -249.39834 hartree
Kohn-Sham gap = 0.441 Eh
Net charge = 0

Element x y z (Å)
N: -0.278 -2.167 0.289
C: 0.289 -3.120 0.678
C: -0.441 -1.031 -0.565
C: 0.500 0.093 -0.184
C: 0.139 0.942 0.996
C: 0.020 1.500 -0.393
H: -1.479 -0.698 -0.524
H: -0.226 -1.373 -1.587
H: 1.562 -0.095 -0.348
H: 0.939 1.303 1.634
H: -0.775 0.685 1.525
H: -0.977 1.638 -0.804
H: 0.738 2.247 -0.716

A molecular structure, C33H30AsAuCl2F6INO4PS at a distorted geometry, computed with ωB97M-V with the def2-TZVPD basis set.

Properties
Molar mass = 1151.3 Da
Energy relative to the best compared isomer or geometry (same formula, charge and spin) = 257.5 kJ/mol
Spin multiplicity = 4
E = -6558.89872 hartree
Kohn-Sham gap (spin up / spin down) = 0.191 / 0.082 Eh
⟨S²⟩ = 3.79
Net charge = +2

Element x y z (Å)
Au: 0.617 -0.943 -2.537
I: -0.827 1.206 0.804
C: -1.752 3.045 1.239
C: -1.671 3.462 2.566
C: -2.205 4.678 2.958
C: -2.832 5.488 2.022
C: -2.948 5.085 0.678
C: -3.611 5.917 -0.243
C: -3.773 5.535 -1.562
C: -3.259 4.318 -1.983
C: -2.584 3.468 -1.100
P: -1.938 1.937 -1.855
C: -3.356 0.963 -2.356
C: -4.675 1.314 -2.050
C: -5.703 0.527 -2.537
C: -5.429 -0.603 -3.300
C: -4.116 -0.983 -3.551
C: -3.083 -0.213 -3.058
C: -1.051 2.598 -3.286
C: -1.632 2.662 -4.551
C: -0.904 3.222 -5.587
C: 0.375 3.720 -5.363
C: 0.947 3.655 -4.098
C: 0.238 3.092 -3.054
C: -2.409 3.831 0.252
H: -1.180 2.835 3.298
H: -2.122 4.985 3.992
H: -3.245 6.445 2.315
H: -4.003 6.865 0.104
H: -4.291 6.172 -2.264
H: -3.383 4.022 -3.016
H: -4.896 2.195 -1.463
H: -6.727 0.805 -2.329
H: -6.244 -1.194 -3.694
H: -3.900 -1.860 -4.145
H: -2.052 -0.503 -3.230
H: -2.617 2.255 -4.734
H: -1.341 3.269 -6.575
H: 0.931 4.151 -6.184
H: 1.945 4.034 -3.927
H: 0.680 3.015 -2.066
C: 5.966 -4.406 8.714
C: 5.000 -3.912 7.688
C: 5.294 -2.804 6.891
C: 4.400 -2.357 5.935
C: 3.190 -3.015 5.786
C: 2.869 -4.122 6.561
C: 3.772 -4.562 7.508
S: 1.992 -2.403 4.637
O: 0.680 -2.731 5.106
O: 2.308 -1.067 4.232
N: 2.287 -3.363 3.286
C: 2.347 -2.748 1.984
C: 0.947 -2.328 1.481
C: 0.939 -2.160 -0.026
O: 1.409 -2.991 -0.779
O: 0.372 -1.058 -0.461
H: 6.834 -3.759 8.803
H: 6.306 -5.414 8.464
H: 5.479 -4.498 9.686
H: 6.233 -2.287 7.036
H: 4.611 -1.491 5.323
H: 1.905 -4.598 6.438
H: 3.529 -5.410 8.135
H: 1.860 -4.277 3.333
H: 2.782 -3.445 1.269
H: 2.979 -1.865 2.074
H: 0.619 -1.407 1.962
H: 0.233 -3.122 1.711
F: 0.782 0.036 -4.522
As: 0.088 -1.020 -5.948
F: -1.422 -0.218 -5.659
F: -0.388 -2.079 -4.577
F: -0.587 -2.104 -7.055
F: 1.647 -1.700 -6.025
F: 0.542 0.229 -7.014
Cl: 1.687 -4.739 -4.634
C: 2.465 -4.096 -3.198
Cl: 2.795 -2.337 -3.245
H: 3.435 -4.576 -3.103
H: 1.846 -4.268 -2.326

6 unconnected molecules or ions with the total composition C38H76F3N4O18S5 at a distorted geometry, computed with ωB97M-V with the def2-TZVPD basis set.

Properties
Molar mass = 1094.4 Da
E = -5357.10029 hartree
Kohn-Sham gap = 0.307 Eh
Net charge = +1

Element x y z (Å)
C: 3.913 0.408 1.697
C: 2.817 -0.335 0.878
C: 2.653 0.454 -0.426
N: 1.536 0.032 -1.292
C: 0.262 0.275 -0.685
N: -0.059 1.756 -0.784
C: -1.214 2.052 0.133
C: -2.363 0.986 0.083
C: -2.600 0.524 1.553
C: -3.158 -0.921 1.729
C: -2.330 -1.649 2.818
N: -3.028 -2.858 3.258
N: -3.562 1.815 -0.324
C: -4.827 1.122 -0.142
O: -5.755 1.719 0.314
F: -4.998 -0.158 -0.486
C: -3.489 2.078 -1.729
O: -4.143 1.530 -2.564
F: -2.634 3.057 -2.138
O: -2.246 -0.027 -0.875
C: -0.936 -0.503 -1.286
C: -0.963 -2.019 -0.944
C: 0.369 -2.803 -1.005
C: 0.870 -3.005 0.438
F: 2.106 -3.618 0.496
C: -0.917 -0.251 -2.860
C: -0.731 -1.492 -3.717
C: -1.728 -2.374 -4.072
C: -1.493 -3.472 -4.877
C: -0.230 -3.721 -5.385
C: 0.792 -2.836 -5.049
C: 2.201 -3.023 -5.603
C: 0.546 -1.750 -4.226
H: 3.662 1.481 1.690
H: 4.008 0.020 2.715
H: 4.878 0.345 1.174
H: 3.225 -1.324 0.644
H: 1.932 -0.347 1.528
H: 2.642 1.538 -0.168
H: 3.577 0.304 -1.006
H: 1.663 0.517 -2.173
H: 0.286 0.058 0.395
H: 0.710 2.355 -0.469
H: -0.306 2.078 -1.725
H: -1.583 3.051 -0.134
H: -0.792 2.184 1.139
H: -1.688 0.590 2.168
H: -3.310 1.209 2.044
H: -4.172 -0.853 2.150
H: -3.250 -1.499 0.803
H: -1.284 -1.824 2.491
H: -2.297 -0.965 3.682
H: -2.931 -3.584 2.554
H: -2.608 -3.125 4.139
H: -1.298 -2.061 0.111
H: -1.755 -2.528 -1.502
H: 1.126 -2.425 -1.693
H: 0.125 -3.819 -1.360
H: 0.162 -3.712 0.907
H: 0.807 -2.084 1.033
H: -0.150 0.480 -3.162
H: -1.879 0.194 -3.160
H: -2.744 -2.209 -3.699
H: -2.301 -4.158 -5.131
H: -0.073 -4.579 -6.037
H: 2.501 -4.072 -5.683
H: 2.911 -2.388 -5.062
H: 2.174 -2.632 -6.637
H: 1.382 -1.078 -4.016
O: -0.944 -6.029 -7.398
S: -2.071 -6.589 -8.086
O: -2.671 -7.809 -7.649
O: -1.724 -6.703 -9.634
C: -0.534 -7.421 -10.017
C: -0.716 -8.923 -9.917
C: -3.329 -5.363 -8.234
H: 0.317 -7.085 -9.422
H: -0.334 -7.148 -11.052
H: -0.841 -9.238 -8.881
H: 0.154 -9.439 -10.324
H: -1.606 -9.240 -10.461
H: -2.883 -4.441 -8.599
H: -3.756 -5.210 -7.245
H: -4.092 -5.726 -8.917
O: 5.727 3.026 1.198
S: 6.283 3.681 0.049
O: 7.199 3.007 -0.814
O: 6.911 5.069 0.498
C: 7.893 5.066 1.555
C: 9.245 4.575 1.078
C: 4.974 4.345 -0.930
H: 7.534 4.478 2.402
H: 7.980 6.098 1.892
H: 9.209 3.520 0.806
H: 9.992 4.696 1.862
H: 9.564 5.126 0.193
H: 4.290 4.889 -0.283
H: 4.464 3.508 -1.404
H: 5.400 4.999 -1.687
O: 0.745 3.815 2.773
S: 0.795 3.082 4.011
O: -0.081 1.969 4.238
O: 0.671 4.096 5.219
C: -0.460 4.997 5.251
C: -1.732 4.287 5.675
C: 2.452 2.568 4.312
H: -0.585 5.490 4.286
H: -0.220 5.769 5.979
H: -2.047 3.559 4.927
H: -2.541 5.006 5.807
H: -1.578 3.746 6.608
H: 3.122 3.412 4.168
H: 2.684 1.783 3.597
H: 2.535 2.181 5.324
O: 1.586 7.397 6.553
S: 1.437 7.837 7.910
O: 0.151 7.935 8.526
O: 2.209 9.216 8.095
C: 1.879 10.308 7.215
C: 0.562 10.962 7.586
C: 2.478 6.862 8.944
H: 1.874 9.968 6.177
H: 2.684 11.033 7.314
H: -0.276 10.284 7.422
H: 0.397 11.854 6.981
H: 0.554 11.239 8.640
H: 3.469 6.811 8.500
H: 2.040 5.867 9.006
H: 2.516 7.315 9.931
O: -3.629 -5.714 1.076
S: -4.816 -6.505 0.915
O: -4.761 -7.930 0.854
O: -5.631 -5.960 -0.344
C: -4.951 -5.874 -1.609
C: -4.787 -7.232 -2.264
C: -5.983 -6.045 2.152
H: -3.987 -5.375 -1.486
H: -5.567 -5.238 -2.243
H: -4.111 -7.867 -1.692
H: -4.377 -7.123 -3.269
H: -5.745 -7.749 -2.323
H: -6.058 -4.960 2.182
H: -5.618 -6.425 3.104
H: -6.943 -6.496 1.913

C3H6N3P in the gas phase at a distorted geometry, computed with ωB97M-V with the def2-TZVPD basis set.

Properties
Molar mass = 115.1 Da
Energy relative to the best compared isomer or geometry (same formula, charge and spin) = 150.2 kJ/mol
Spin multiplicity = 3
E = -623.32505 hartree
Kohn-Sham gap (spin up / spin down) = 0.236 / 0.249 Eh
⟨S²⟩ = 2.04
Net charge = 0

Element x y z (Å)
C: -0.137 -0.804 -2.218
C: 0.378 -0.592 -0.905
C: 0.209 1.516 2.019
N: -1.407 -0.983 -2.263
N: -2.506 -1.245 -2.219
N: -0.467 -0.361 0.069
P: 0.080 -0.312 1.662
H: 0.444 -1.137 -2.999
H: 1.426 -0.760 -0.677
H: 0.860 1.666 2.940
H: -0.919 1.836 2.286
H: 0.496 1.874 1.030
H: 1.542 -0.700 1.276